{
  "formula": "C30H44BIN3O3S4",
  "method": "wB97M-V/def2-TZVPD",
  "elements": ["C", "C", "C", "C", "N", "C", "C", "C", "C", "C", "C", "C", "C", "S", "C", "S", "N", "C", "C", "N", "C", "O", "B", "C", "C", "C", "C", "C", "C", "C", "O", "C", "C", "C", "O", "I", "C", "S", "S", "C", "C", "C", "H", "H", "H", "H", "H", "H", "H", "H", "H", "H", "H", "H", "H", "H", "H", "H", "H", "H", "H", "H", "H", "H", "H", "H", "H", "H", "H", "H", "H", "H", "H", "H", "H", "H", "H", "H", "H", "H", "H", "H", "H", "H", "H", "H"],
  "coordinates": [[3.838, 2.256, -0.655], [4.374, 1.190, 0.294], [4.531, -0.251, -0.267], [4.161, -0.476, -1.724], [2.719, -0.342, -2.003], [1.867, -1.177, -1.125], [0.990, -0.314, -0.232], [-0.241, 0.222, -0.989], [-1.545, -0.428, -0.523], [-2.114, 0.094, 0.813], [-2.462, 1.603, 0.705], [-1.799, 2.472, 1.780], [-0.331, 2.816, 1.507], [-0.033, 4.516, 0.906], [0.130, 4.316, -0.848], [1.505, 4.514, -1.657], [-1.069, 4.015, -1.538], [-2.276, 4.668, -1.376], [-3.136, 4.064, -2.241], [-2.507, 3.047, -2.924], [-1.277, 3.051, -2.491], [-1.213, -0.152, 1.862], [-2.024, -0.687, 2.983], [-1.212, -1.360, 4.237], [0.254, -1.618, 4.057], [0.740, -2.224, 2.897], [2.091, -2.474, 2.721], [3.007, -2.136, 3.710], [2.540, -1.555, 4.879], [1.187, -1.298, 5.045], [-2.989, -1.591, 2.280], [-3.354, -0.852, 1.155], [-4.706, -0.170, 1.359], [-5.826, -1.151, 1.438], [-5.814, -2.320, 1.544], [-7.822, -0.167, 1.294], [2.448, -0.526, -3.371], [2.179, 0.730, -4.355], [2.486, -2.205, -4.024], [0.755, -2.409, -4.557], [-0.137, -3.194, -3.578], [-0.977, -4.298, -4.256], [3.802, 3.212, -0.130], [2.816, 2.043, -0.959], [4.455, 2.375, -1.544], [5.358, 1.521, 0.634], [3.755, 1.142, 1.190], [5.585, -0.526, -0.188], [4.002, -0.942, 0.386], [4.692, 0.257, -2.334], [4.523, -1.465, -2.040], [2.460, -1.888, -0.551], [1.201, -1.774, -1.747], [1.578, 0.490, 0.211], [0.632, -0.923, 0.588], [-0.280, 1.308, -0.963], [-0.106, -0.029, -2.048], [-2.338, -0.306, -1.266], [-1.344, -1.494, -0.380], [-2.179, 2.003, -0.271], [-3.530, 1.785, 0.780], [-2.352, 3.414, 1.809], [-1.883, 1.996, 2.751], [0.232, 2.802, 2.440], [0.166, 2.110, 0.851], [-2.422, 5.487, -0.697], [-4.172, 4.306, -2.402], [-0.493, 2.397, -2.833], [-2.712, 0.271, 3.460], [-1.377, -0.743, 5.119], [-1.677, -2.333, 4.437], [0.026, -2.505, 2.136], [2.425, -2.934, 1.800], [4.061, -2.329, 3.563], [3.249, -1.312, 5.661], [0.845, -0.842, 5.966], [-3.489, -1.567, 0.333], [-4.948, 0.513, 0.545], [-4.686, 0.414, 2.283], [0.764, -2.882, -5.535], [0.384, -1.392, -4.672], [-0.831, -2.491, -3.118], [0.459, -3.617, -2.773], [-0.764, -5.268, -3.808], [-2.039, -4.126, -4.092], [-0.790, -4.359, -5.326]],
  "lowdin_charge": [-0.15, -0.23, -0.18, -0.21, -0.20, -0.18, -0.14, -0.17, -0.10, -0.38, -0.09, -0.22, -0.42, 0.88, -1.08, 0.76, -0.16, -0.09, -0.15, 0.07, -0.20, -0.01, -0.68, -0.06, -0.23, -0.04, -0.10, -0.12, -0.11, -0.05, 0.00, -0.29, -0.18, -0.75, 0.06, 0.61, -1.10, 0.70, 0.85, -0.48, -0.30, -0.10, 0.05, 0.02, 0.07, 0.10, 0.10, 0.11, 0.09, 0.11, 0.11, 0.11, 0.08, 0.10, 0.08, 0.06, 0.10, 0.13, 0.13, 0.09, 0.09, 0.09, 0.09, 0.08, 0.06, 0.11, 0.09, 0.11, 0.11, 0.08, 0.11, 0.12, 0.09, 0.09, 0.09, 0.10, 0.14, 0.10, 0.13, 0.06, 0.04, 0.09, 0.09, 0.07, 0.07, 0.06],
  "relative_energy_kcal_mol": 0.00,
  "gap_ev": 6.4,
  "multiplicity": 1,
  "lumo_ha": 0.0456,
  "total_charge": -1
}

{
  "formula": "C30H44BrN3P2Sn",
  "method": "wB97M-V/def2-TZVPD",
  "elements": ["C", "C", "C", "C", "N", "C", "C", "C", "C", "C", "C", "C", "C", "C", "Sn", "P", "H", "H", "H", "H", "H", "H", "H", "H", "C", "C", "H", "H", "H", "H", "H", "C", "C", "H", "H", "H", "H", "H", "C", "C", "H", "H", "H", "H", "H", "Br", "P", "C", "C", "H", "H", "H", "H", "H", "C", "C", "H", "H", "H", "H", "H", "C", "C", "H", "H", "H", "H", "H", "N", "C", "C", "C", "C", "C", "N", "H", "H", "H", "H", "H", "H"],
  "coordinates": [[-0.584, 7.117, -3.870], [-0.759, 5.742, -4.126], [-1.071, 5.352, -5.443], [-1.188, 6.339, -6.428], [-1.016, 7.627, -6.161], [-0.723, 8.022, -4.928], [-0.622, 4.765, -3.071], [-0.502, 3.949, -2.173], [-0.400, 2.971, -1.139], [0.649, 3.027, -0.201], [0.723, 2.073, 0.822], [-0.241, 1.085, 0.884], [-1.302, 1.015, -0.012], [-1.371, 1.951, -1.045], [-0.260, -0.604, 2.410], [2.056, -1.343, 1.462], [-1.222, 4.308, -5.711], [-0.344, 7.488, -2.875], [-1.428, 6.068, -7.456], [-0.591, 9.091, -4.761], [-2.184, 1.904, -1.774], [1.401, 3.815, -0.261], [-2.065, 0.240, 0.087], [1.533, 2.125, 1.553], [2.426, -2.992, 2.179], [3.383, -3.918, 1.431], [1.453, -3.496, 2.303], [2.806, -2.804, 3.196], [3.609, -4.775, 2.079], [2.934, -4.320, 0.516], [4.337, -3.437, 1.187], [1.893, -1.536, -0.361], [2.926, -0.869, -1.270], [0.897, -1.137, -0.612], [1.855, -2.618, -0.556], [2.644, -1.059, -2.314], [2.956, 0.221, -1.140], [3.938, -1.272, -1.126], [3.457, -0.223, 1.780], [4.842, -0.868, 1.716], [3.295, 0.218, 2.778], [3.388, 0.601, 1.051], [5.597, -0.085, 1.861], [4.985, -1.610, 2.510], [5.052, -1.341, 0.748], [-0.027, -2.109, 4.625], [-2.603, -3.823, -1.823], [-0.762, -3.892, -1.715], [-0.248, -5.320, -1.881], [-0.467, -3.471, -0.742], [-0.374, -3.243, -2.513], [0.817, -5.311, -2.139], [-0.366, -5.899, -0.958], [-0.783, -5.849, -2.680], [-3.017, -3.548, -0.046], [-4.431, -4.054, 0.236], [-2.912, -2.478, 0.185], [-2.278, -4.109, 0.545], [-4.564, -4.235, 1.307], [-5.189, -3.332, -0.083], [-4.620, -4.997, -0.291], [-2.826, -2.114, -2.492], [-3.069, -2.133, -4.001], [-1.928, -1.533, -2.239], [-3.689, -1.682, -1.966], [-3.530, -1.192, -4.319], [-2.132, -2.250, -4.557], [-3.739, -2.950, -4.290], [-2.255, 0.590, 4.625], [-1.079, 1.241, 4.910], [-0.972, 2.056, 6.062], [0.188, 2.792, 6.266], [1.233, 2.638, 5.342], [1.088, 1.749, 4.280], [-0.067, 1.088, 4.034], [-2.142, -0.385, 4.328], [-2.924, 0.649, 5.390], [-1.826, 2.069, 6.736], [0.276, 3.469, 7.107], [2.152, 3.200, 5.433], [1.905, 1.564, 3.586]],
  "lowdin_charge": [0.06, -0.17, 0.05, 0.00, 0.31, 0.00, 0.09, 0.08, -0.20, 0.03, -0.09, -0.30, -0.14, 0.01, 1.08, 0.86, 0.14, 0.15, 0.16, 0.17, 0.14, 0.14, 0.09, 0.10, -0.42, -0.11, 0.06, 0.09, 0.10, 0.07, 0.07, -0.37, -0.10, 0.05, 0.07, 0.09, 0.08, 0.08, -0.37, -0.10, 0.08, 0.08, 0.10, 0.09, 0.07, 0.30, 1.26, -0.38, -0.13, 0.07, 0.09, 0.09, 0.09, 0.08, -0.38, -0.13, 0.08, 0.09, 0.09, 0.09, 0.08, -0.37, -0.13, 0.08, 0.09, 0.09, 0.08, 0.08, 0.12, -0.40, 0.04, 0.02, -0.01, -0.12, -0.07, 0.00, 0.13, 0.14, 0.14, 0.13, 0.08],
  "relative_energy_kcal_mol": 13.80,
  "gap_ev": [4.6, 4.7],
  "multiplicity": 1,
  "lumo_ha": [-0.4971, -0.4951],
  "total_charge": 4
}

{
  "formula": "C30H44F6NO19",
  "method": "wB97M-V/def2-TZVPD",
  "elements": ["C", "C", "C", "C", "C", "C", "C", "C", "C", "C", "N", "C", "C", "O", "H", "H", "H", "H", "H", "H", "H", "H", "H", "H", "H", "H", "H", "H", "H", "H", "H", "H", "H", "H", "H", "H", "H", "H", "H", "H", "C", "C", "O", "C", "O", "O", "F", "H", "H", "H", "C", "C", "O", "C", "O", "O", "F", "H", "H", "H", "C", "C", "O", "C", "O", "O", "F", "H", "H", "H", "C", "C", "O", "C", "O", "O", "F", "H", "H", "H", "C", "C", "O", "C", "O", "O", "F", "H", "H", "H", "C", "C", "O", "C", "O", "O", "F", "H", "H", "H"],
  "coordinates": [[3.162, -2.415, -2.385], [3.117, -1.303, -1.359], [2.627, 0.050, -1.882], [2.908, 0.399, -3.335], [4.297, 1.029, -3.529], [5.229, 0.821, -2.349], [4.983, 1.804, -1.207], [4.518, 1.180, 0.112], [3.126, 1.597, 0.576], [2.263, 0.464, 1.195], [1.231, -0.062, 0.388], [0.173, 0.823, 0.188], [-1.038, 0.170, -0.409], [-0.932, -0.193, -1.797], [2.147, -2.771, -2.533], [3.745, -3.253, -2.013], [3.596, -2.168, -3.349], [4.065, -1.207, -0.840], [2.412, -1.602, -0.593], [3.032, 0.840, -1.257], [1.553, 0.084, -1.697], [2.170, 1.139, -3.635], [2.759, -0.435, -4.012], [4.765, 0.653, -4.435], [4.185, 2.100, -3.680], [5.146, -0.193, -1.965], [6.247, 0.924, -2.713], [5.893, 2.370, -1.032], [4.239, 2.529, -1.534], [4.532, 0.095, 0.026], [5.244, 1.441, 0.877], [3.216, 2.420, 1.281], [2.586, 1.949, -0.301], [1.890, 0.863, 2.173], [2.947, -0.354, 1.435], [-0.148, 1.336, 1.129], [0.382, 1.676, -0.531], [-1.222, -0.763, 0.105], [-1.907, 0.828, -0.294], [-0.676, 0.605, -2.259], [-1.711, -3.026, 0.245], [-0.202, -2.902, 0.336], [0.217, -3.408, -0.922], [-0.773, -3.221, -1.826], [-0.651, -3.285, -3.008], [-1.917, -2.902, -1.180], [0.357, -3.670, 1.303], [-2.050, -4.003, 0.581], [-2.239, -2.249, 0.780], [0.177, -1.883, 0.440], [-6.697, -3.163, -2.365], [-5.867, -4.227, -3.066], [-4.758, -4.350, -2.208], [-5.128, -3.983, -0.949], [-4.505, -4.182, 0.034], [-6.337, -3.363, -0.998], [-5.459, -3.847, -4.299], [-6.380, -2.171, -2.689], [-7.769, -3.276, -2.491], [-6.355, -5.199, -3.155], [1.133, -0.682, 4.404], [1.271, -2.044, 5.062], [-0.011, -2.617, 4.851], [-0.558, -2.043, 3.746], [-1.492, -2.476, 3.146], [0.144, -0.959, 3.396], [1.515, -1.980, 6.394], [0.742, 0.064, 5.088], [2.048, -0.314, 3.952], [2.018, -2.692, 4.605], [-1.640, 2.844, 8.110], [-1.866, 3.045, 6.620], [-0.564, 2.931, 6.103], [0.161, 2.130, 6.929], [1.186, 1.630, 6.618], [-0.492, 1.980, 8.106], [-2.354, 4.283, 6.337], [-1.390, 3.792, 8.588], [-2.467, 2.369, 8.626], [-2.506, 2.298, 6.153], [-3.085, 3.240, 2.120], [-4.540, 2.854, 1.905], [-4.649, 1.673, 2.675], [-3.717, 1.715, 3.666], [-3.709, 1.010, 4.619], [-2.826, 2.696, 3.420], [-4.835, 2.585, 0.614], [-2.449, 2.743, 1.387], [-2.896, 4.307, 2.118], [-5.265, 3.580, 2.275], [-0.315, 1.197, -6.234], [-0.367, 1.969, -7.541], [0.891, 2.598, -7.568], [1.774, 1.849, -6.822], [2.946, 1.984, -6.839], [1.082, 0.941, -6.101], [-1.348, 2.907, -7.569], [-0.654, 1.822, -5.407], [-0.866, 0.263, -6.244], [-0.471, 1.347, -8.432]],
  "lowdin_charge": [-0.09, -0.24, -0.21, -0.18, -0.20, -0.21, -0.20, -0.22, -0.21, -0.31, -0.17, -0.36, -0.24, -0.07, 0.06, 0.07, 0.06, 0.07, 0.08, 0.04, 0.09, 0.09, 0.09, 0.10, 0.10, 0.09, 0.10, 0.10, 0.11, 0.07, 0.10, 0.10, 0.08, 0.08, 0.10, 0.10, 0.10, 0.07, 0.10, 0.06, -0.08, -0.32, 0.12, -0.57, 0.15, 0.05, 0.07, 0.13, 0.11, 0.11, -0.05, -0.32, 0.14, -0.53, 0.19, 0.07, 0.08, 0.14, 0.13, 0.17, -0.03, -0.30, 0.13, -0.55, 0.16, 0.07, 0.07, 0.11, 0.12, 0.17, -0.04, -0.32, 0.14, -0.54, 0.18, 0.07, 0.07, 0.14, 0.14, 0.14, -0.03, -0.31, 0.14, -0.54, 0.17, 0.07, 0.08, 0.13, 0.14, 0.17, -0.04, -0.32, 0.12, -0.54, 0.19, 0.06, 0.07, 0.14, 0.14, 0.17],
  "gap_ev": 4.5,
  "multiplicity": 1,
  "lumo_ha": 0.0758,
  "total_charge": -1
}

Number 1: electronic energy -94556.77243 eV. Number 2: electronic energy -130702.42577 eV. Number 3: electronic energy -88520.09073 eV.